No. 1
Molecular formula: C32H98N22O14
Method: DFT, wB97M-V/def2-TZVPD

```
166
Properties=species:S:1:pos:R:3:mulliken_charge:R:1
C -5.10316 -3.16956 5.01487 -1.64
C -4.74307 -1.76452 4.54570 1.13
C -5.95617 -1.26717 3.72599 -0.70
O -6.09641 -1.95070 2.49176 -0.42
C -5.26683 -1.56249 1.42365 0.08
N -4.32156 -0.88965 5.57682 -0.27
H -5.81729 -3.05246 5.81082 0.45
H -4.19160 -3.74437 5.28299 0.35
H -5.54069 -3.81510 4.22312 0.34
H -3.94059 -1.90472 3.81867 -0.39
H -5.98787 -0.16857 3.50321 0.16
H -6.87736 -1.42274 4.25167 0.39
H -5.64623 -0.60772 0.94118 0.19
H -5.34678 -2.35539 0.63682 0.13
H -4.21122 -1.40784 1.76288 -0.22
H -3.35927 -1.02543 5.90124 0.19
H -4.98105 -0.98151 6.34106 0.25
C 1.67076 1.58397 -1.13586 -1.37
C 0.61412 1.30995 0.00367 1.62
C 0.15446 -0.13521 0.08184 1.25
O -0.80132 -0.16181 1.10461 2.17
C -2.19365 -0.00251 0.81285 -0.57
N 1.31726 1.78980 1.25457 0.15
H 1.98256 2.62660 -1.22930 0.28
H 1.45677 1.10955 -2.10267 -0.58
H 2.59146 1.06395 -0.95684 0.57
H -0.29539 1.86641 -0.22669 -0.51
H 1.03474 -0.74385 0.34654 -1.07
H -0.24472 -0.53003 -0.88273 -1.32
H -2.64898 0.97984 0.57862 -0.46
H -2.64360 -0.28540 1.74836 0.15
H -2.52680 -0.73708 0.07798 0.26
H 0.63544 2.03716 1.97793 0.07
H 1.81542 1.00869 1.69802 -0.10
C -4.09630 4.91099 5.77912 -1.38
C -4.18636 3.39602 5.65860 0.20
C -4.42405 2.94556 4.23951 0.02
O -3.73982 3.71343 3.34289 -0.45
C -3.72076 3.23785 1.99338 -0.27
N -3.01987 2.69841 6.20175 -0.49
H -3.67397 5.14106 6.75079 0.41
H -5.10766 5.36194 5.71302 0.32
H -3.48481 5.26021 4.95663 0.31
H -5.10868 3.14337 6.19262 0.21
H -5.48503 3.01690 3.96027 0.44
H -4.09033 1.88885 4.19394 -0.07
H -4.70597 3.33136 1.45371 0.30
H -3.38077 2.22302 1.93224 -0.09
H -3.04213 3.86570 1.44508 0.21
H -2.53917 3.18913 6.95137 0.21
H -3.04129 1.78118 6.57609 0.16
C 7.37981 -0.52902 -2.35211 -1.54
C 6.41606 -0.66447 -1.17304 0.29
C 6.14505 0.72061 -0.56536 -0.14
O 7.42503 1.42971 -0.57972 -0.40
C 7.50698 2.62678 0.24640 -0.77
N 5.12567 -1.21632 -1.65728 -0.71
H 8.37346 -0.25524 -2.08224 0.40
H 7.04685 0.21506 -3.12923 0.32
H 7.49232 -1.40448 -3.02508 0.41
H 6.82493 -1.40897 -0.44482 0.28
H 5.67859 0.85186 0.45546 0.15
H 5.45037 1.22132 -1.27276 0.09
H 7.20488 3.51582 -0.32545 0.21
H 8.56541 2.81442 0.50444 0.34
H 7.10184 2.46914 1.24092 0.32
H 5.16298 -2.20553 -1.59749 0.32
H 5.03327 -1.11397 -2.67317 0.02
C -2.38086 -5.19441 0.94458 -1.44
C -1.28269 -5.16840 -0.07458 0.26
C -1.28292 -3.80098 -0.84611 0.24
O -0.24754 -3.84296 -1.77873 -0.36
C -0.43557 -3.00741 -2.91593 -0.27
N 0.05026 -5.18752 0.58089 -0.63
H -3.33647 -4.93023 0.47684 0.38
H -2.24069 -4.47229 1.78509 0.24
H -2.50201 -6.18420 1.45055 0.38
H -1.45753 -5.89182 -0.88705 0.25
H -1.17058 -3.02302 -0.10633 -0.49
H -2.29119 -3.72115 -1.30702 0.31
H -0.43938 -1.99098 -2.53007 0.01
H -1.31184 -3.23587 -3.54169 0.38
H 0.42568 -3.16980 -3.55528 0.10
H 0.80897 -5.25802 -0.11464 0.22
H 0.24267 -6.03813 1.08621 0.21
C -0.37610 0.98376 -6.60048 -1.60
C 0.34037 -0.14444 -5.75946 0.59
C 1.28556 -0.95729 -6.66231 -0.14
O 0.56526 -1.40783 -7.79831 -0.35
C 1.29955 -2.20148 -8.67042 -0.80
N 0.97781 0.43920 -4.61087 -0.15
H 0.31535 1.76308 -7.00263 0.39
H -1.14384 1.52045 -6.07453 0.35
H -0.92119 0.52428 -7.42219 0.42
H -0.38618 -0.88628 -5.41657 -0.25
H 1.70292 -1.75916 -6.02948 -0.19
H 2.16437 -0.34120 -6.99305 0.40
H 0.68150 -2.44354 -9.54489 0.27
H 1.60524 -3.10947 -8.18859 0.30
H 2.18914 -1.73788 -9.10190 0.32
H 1.50724 1.26250 -4.90648 0.29
H 1.66684 -0.19988 -4.22924 0.04
C -4.34283 -1.26782 -2.97885 0.57
O -4.03222 -0.49638 -2.12571 -0.50
N -3.88416 -1.28599 -4.19664 -0.28
N -5.26235 -2.24940 -2.77378 -0.48
H -3.30180 -0.56061 -4.58828 0.17
H -4.25161 -1.89098 -4.90279 0.19
H -6.01355 -2.00300 -2.15778 0.27
H -5.46213 -2.85865 -3.55553 0.14
C 4.51416 3.76867 1.71856 0.46
O 4.69744 2.90843 2.56671 -0.66
N 3.57382 3.83214 0.80453 -0.22
N 5.40912 4.83100 1.52249 -0.60
H 2.85231 3.12687 0.74545 0.26
H 3.57082 4.53911 0.07502 0.21
H 5.87457 4.77888 0.62661 0.23
H 5.99921 4.81413 2.31925 0.34
C 2.53032 0.21545 4.40965 0.32
O 2.52426 -0.36130 3.27912 -0.44
N 2.11771 -0.45947 5.51622 -0.38
N 3.14169 1.38164 4.56547 -0.39
H 1.56890 -1.30132 5.46232 0.24
H 1.88575 0.01378 6.37414 0.22
H 2.73542 1.93084 5.32002 0.26
H 3.25270 1.77816 3.61644 0.14
C 3.30954 -2.91639 -4.17922 0.56
O 2.87089 -1.86867 -3.97399 -0.60
N 3.64359 -3.43836 -5.46344 -0.44
N 3.43158 -3.87327 -3.19762 -0.36
H 3.82167 -2.81759 -6.21970 0.24
H 3.52423 -4.40246 -5.48165 0.16
H 3.35393 -3.56687 -2.20580 0.15
H 4.23060 -4.46858 -3.38680 0.26
C 2.76463 -2.73801 0.69166 0.40
O 2.93307 -3.60537 -0.16526 -0.85
N 3.55742 -1.63693 0.61387 0.19
N 1.94680 -2.93897 1.68236 -0.06
H 4.07886 -1.63107 -0.20856 0.08
H 3.68491 -1.04388 1.40666 0.17
H 1.89746 -2.31131 2.46871 0.17
H 1.38291 -3.72010 1.45162 0.20
C -1.02886 0.01283 4.66279 0.10
O -1.36212 -0.11407 5.85322 -0.81
N -0.59417 -1.01081 3.93027 0.32
N -0.94676 1.26753 4.14771 -0.14
H -0.67423 -0.96443 2.90653 -0.35
H -0.97748 -1.87507 4.26845 0.34
H -0.82097 1.28227 3.14245 0.02
H -1.33689 1.96373 4.79978 0.18
C -1.74677 2.13700 -2.61118 0.18
O -0.90547 2.99097 -2.79379 -0.86
N -1.60218 0.91150 -3.11799 0.79
N -2.74842 2.30293 -1.70231 -0.05
H -0.69361 0.76832 -3.57957 -0.32
H -2.15800 0.11657 -2.77139 -0.19
H -3.01388 3.27958 -1.63186 0.30
H -3.53898 1.68194 -1.97340 0.19
C -0.17260 6.09020 -1.10194 0.47
O -0.45549 7.20491 -0.70772 -0.62
N -0.03886 4.94608 -0.17543 -0.24
N -0.03324 5.66143 -2.43145 -0.44
H -0.40742 4.05972 -0.53933 -0.02
H -0.49700 5.17280 0.69117 0.24
H -0.46891 6.19735 -3.18120 0.26
H -0.14742 4.66090 -2.52838 0.46
```

strongest force on any atom: 6.07 eV Å⁻¹
spin multiplicity: 1
gap between HOMO and LUMO: 8.9 eV

=====

No. 2
Molecular formula: C33H19N5O15S2Zr
Method: DFT, wB97M-V/def2-TZVPD

```
75
Properties=species:S:1:pos:R:3:mulliken_charge:R:1
Zr -0.84092 -0.73543 0.61335 1.32
O -0.69488 -5.76762 4.29107 -0.54
C -0.79558 -4.79695 3.60729 0.58
C -1.06517 -4.77425 2.07572 -0.12
O -1.20458 -5.72565 1.35773 -0.60
C -1.01688 -3.34609 1.75088 0.99
C -0.76783 -2.55265 2.82798 0.99
O -0.58403 -1.26553 2.58625 -0.97
C -0.59588 -3.32327 4.06840 -0.05
O -0.29145 -2.95117 5.16679 -0.60
O -1.06449 -2.73808 0.56657 -0.96
O -1.75915 6.17569 0.37552 -0.71
S -1.98182 5.53104 -0.89996 1.08
O -1.26827 4.25664 -1.04922 -0.53
O -1.94860 6.38238 -2.06065 -0.68
C -3.69831 4.96403 -0.77752 -0.05
N -4.71638 5.54270 -1.40217 -0.50
C -5.90298 4.94203 -1.30221 -0.24
C -6.11346 3.73402 -0.63904 -0.73
C -4.98640 3.26000 0.00869 0.75
N -3.82145 3.87914 -0.02592 -0.16
C -4.67645 1.95250 0.65010 0.75
C -3.81465 2.00713 1.73971 -0.71
C -2.95162 0.97359 1.96632 -0.30
N -2.95257 -0.10038 1.13936 -0.28
C -3.95627 -0.25607 0.25999 -0.30
C -4.87385 0.74375 0.00738 -0.89
H -6.72665 5.43386 -1.80970 0.42
H -7.06913 3.23196 -0.63161 0.45
H -3.68554 2.93621 2.27526 0.43
H -2.16572 1.03595 2.70687 0.64
H -3.91956 -1.14892 -0.34995 0.55
H -5.56494 0.64484 -0.81869 0.41
O 1.14674 -0.88014 -0.07868 0.30
S 1.88852 -2.07618 -0.76083 -0.12
C 2.22186 -3.14065 0.61327 0.90
C 2.24628 -4.50111 0.33138 -0.46
C 2.42663 -5.39529 1.37719 -0.84
C 2.56869 -4.92507 2.67397 -0.44
C 2.53598 -3.55916 2.93901 -1.20
C 2.35561 -2.65298 1.90665 -0.01
C 3.41886 -1.34716 -1.19756 0.79
C 3.70148 -1.38199 -2.55704 -0.34
C 4.84855 -0.74382 -3.01519 -0.75
C 5.67087 -0.08214 -2.11939 -0.46
C 5.37199 -0.05975 -0.75911 -0.81
C 4.24094 -0.69671 -0.28356 -0.16
H 2.09310 -4.85967 -0.67866 0.47
H 2.42605 -6.45810 1.17906 0.41
H 2.68321 -5.62589 3.49034 0.46
H 2.62507 -3.20264 3.95637 0.42
H 2.28576 -1.59342 2.11515 0.34
H 3.03229 -1.88272 -3.24519 0.43
H 5.07964 -0.74713 -4.07160 0.42
H 6.55151 0.43079 -2.48238 0.42
H 6.02413 0.46050 -0.07073 0.43
H 4.00395 -0.68190 0.77037 0.39
O -0.79712 -1.06823 -3.43023 -0.66
C -0.95726 -0.38676 -2.46175 -0.16
O -1.60525 -0.66998 -1.34240 -0.26
C -0.18404 0.91421 -2.24653 -0.34
C 0.98537 1.17422 -2.95800 -0.16
C 1.91964 2.02094 -2.39539 -0.83
C 1.82323 2.54158 -1.10738 -0.57
C 0.63670 2.26751 -0.47289 0.04
C -0.39931 1.59247 -1.06546 -0.11
N 0.55400 2.35400 1.00503 0.99
O 1.11663 3.19816 1.61090 -0.55
O -0.09544 1.41848 1.54135 -0.47
N 3.19659 2.24702 -3.12676 1.16
O 3.28353 1.77418 -4.23859 -0.62
O 4.07788 2.83089 -2.53470 -0.61
H 1.18654 0.66259 -3.88860 0.63
H 2.64410 3.05819 -0.63466 0.73
H -1.35805 1.52746 -0.56137 1.76
```

strongest force on any atom: 1.34 eV Å⁻¹
spin multiplicity: 1
gap between HOMO and LUMO: 6.2 eV

=====

No. 3
Molecular formula: C33H20F5NO4RuSTe
Method: DFT, wB97M-V/def2-TZVPD

```
66
Properties=species:S:1:pos:R:3:nbo_charge:R:1
Ru -11.24602 -15.45734 8.45598 1.38
F -16.72524 -14.28091 12.09980 -0.27
C -15.47848 -14.58803 11.76334 0.28
C -15.08346 -15.87266 11.57341 0.27
F -16.02292 -16.78918 11.76621 -0.29
C -13.74118 -16.21616 11.32700 0.33
F -13.45345 -17.50772 11.11116 -0.29
C -12.78427 -15.16820 11.19442 -0.32
S -11.13350 -15.63691 10.81756 -0.08
C -13.20322 -13.83855 11.31082 0.32
F -12.37802 -12.81652 11.15624 -0.28
C -14.55369 -13.57607 11.61905 0.33
F -14.94485 -12.38031 11.80325 -0.27
Te -9.88940 -13.28860 6.71831 0.75
C -8.36822 -14.50821 6.03102 -0.32
C -7.29590 -14.76975 6.83428 -0.17
C -6.16646 -15.35436 6.25271 -0.20
C -6.15017 -15.66384 4.90345 -0.19
C -7.24494 -15.39376 4.08775 -0.19
C -8.38393 -14.82220 4.64021 -0.23
C -8.70633 -12.22241 8.06552 -0.31
C -8.57447 -12.61506 9.44531 -0.22
C -7.71098 -11.94211 10.24894 -0.21
C -6.85996 -10.98386 9.76994 -0.16
C -6.95442 -10.51928 8.42660 -0.20
C -7.83481 -11.20842 7.61395 -0.21
H -7.27541 -14.58028 7.86266 0.22
H -5.31821 -15.50688 6.84621 0.22
H -5.23101 -16.03626 4.41333 0.23
H -7.18864 -15.61905 3.03636 0.23
H -9.23426 -14.54945 3.96581 0.23
H -9.11184 -13.38486 9.97156 0.22
H -7.63014 -12.25469 11.22023 0.22
H -6.04175 -10.57535 10.39045 0.23
H -6.32570 -9.79509 7.99436 0.23
H -7.98188 -11.00140 6.56338 0.22
N -13.44626 -15.92769 8.19159 -0.53
C -13.91207 -16.98603 8.09537 0.51
C -14.45080 -18.34570 8.07241 -0.23
C -13.96163 -19.25975 7.14366 -0.14
C -14.41659 -20.61254 7.18890 -0.20
C -15.36641 -20.91337 8.14672 -0.14
C -15.82468 -19.98864 9.05287 -0.21
C -15.41334 -18.68412 9.04712 -0.13
H -13.22373 -18.84466 6.43460 0.24
H -14.07039 -21.28950 6.41289 0.24
H -15.87492 -21.84650 8.02495 0.23
H -16.66692 -20.31282 9.62782 0.23
H -15.89850 -18.00824 9.71273 0.24
O -9.58535 -16.91684 8.03920 -0.71
C -10.02253 -17.23493 6.87157 0.79
O -11.09894 -16.68709 6.49068 -0.74
C -9.07487 -17.97400 6.00204 -0.21
C -9.39440 -18.12483 4.66857 -0.14
C -8.60229 -18.96635 3.86765 -0.27
C -7.50490 -19.57304 4.44965 0.27
O -6.75494 -20.57623 4.01196 -0.47
C -5.66633 -20.72338 4.94374 0.22
O -6.14251 -20.17030 6.15105 -0.48
C -7.14214 -19.32943 5.75241 0.26
C -7.92792 -18.57881 6.56981 -0.21
H -10.26189 -17.66022 4.31386 0.23
H -8.88765 -19.14479 2.82010 0.24
H -4.75326 -20.15655 4.49470 0.16
H -5.47325 -21.80796 5.09721 0.20
H -7.70180 -18.43805 7.64143 0.25
```

strongest force on any atom: 3.02 eV Å⁻¹
spin multiplicity: 6
gap between HOMO and LUMO (spin up / spin down): 8.0 / 5.5 eV
net charge: +1

=====

No. 4
Molecular formula: C33H21Br2N5O4PbS4
Method: DFT, wB97M-V/def2-TZVPD

```
70
Properties=species:S:1:pos:R:3:nbo_charge:R:1
Pb 0.09461 -1.25209 0.64555 1.43
C -3.70926 -3.98786 1.23573 -0.23
C -4.59082 -3.21342 1.96924 -0.15
C -4.15519 -2.01506 2.50972 -0.20
C -2.85062 -1.60251 2.27406 0.16
N -2.01205 -2.35597 1.55884 -0.50
C -2.41713 -3.52040 1.06767 0.07
C -2.30836 -0.32483 2.81538 0.29
C -3.10580 0.58662 3.49980 -0.22
C -2.53500 1.75173 3.96949 -0.13
C -1.18407 1.97922 3.77856 -0.21
C -0.44367 1.02847 3.09322 0.18
N -1.01189 -0.08156 2.61147 -0.52
C 1.01971 1.17272 2.85206 0.16
C 1.79291 2.16466 3.44392 -0.19
C 3.14573 2.22645 3.15093 -0.16
C 3.70520 1.28040 2.30662 -0.25
C 2.87520 0.30612 1.77904 0.09
N 1.57246 0.26963 2.04025 -0.53
H -4.00634 -4.93403 0.80643 0.23
H -5.60917 -3.53886 2.13504 0.22
H -4.83461 -1.41546 3.09490 0.22
H -1.67630 -4.10012 0.52582 0.22
H -4.16421 0.41916 3.61487 0.23
H -3.14604 2.48456 4.47865 0.23
H -0.73456 2.88852 4.14776 0.22
H 1.35112 2.87802 4.12414 0.21
H 3.76193 2.99880 3.59234 0.22
H 4.75706 1.29686 2.05894 0.23
H 3.24704 -0.47367 1.12132 0.25
S 0.87495 -5.86867 0.28173 -0.03
C 1.30172 -4.33733 0.85752 -0.56
S 0.98239 -3.46653 2.22313 -0.13
S 2.16320 -4.08464 -0.58494 0.57
C 1.43566 2.32144 -0.31224 -0.64
C 2.33938 1.54493 -1.21861 0.24
C 2.94691 2.22251 -2.30099 -0.25
C 3.86869 1.57591 -3.05859 -0.13
C 4.20719 0.23849 -2.75754 -0.15
C 5.20958 -0.47973 -3.43755 -0.07
Br 6.23162 0.34064 -4.81283 0.05
C 5.49294 -1.76443 -3.10257 -0.24
C 4.76011 -2.40798 -2.09507 -0.15
Br 5.36668 -4.16077 -1.69268 0.07
C 3.72867 -1.78535 -1.38668 0.29
O 3.00630 -2.33573 -0.41094 -0.72
C 3.48320 -0.39944 -1.71471 0.20
N 2.57392 0.27967 -0.96763 -0.46
H 2.01639 3.05704 0.25027 0.22
H 0.92764 1.67021 0.39316 0.22
H 0.67491 2.86088 -0.87672 0.24
H 2.67803 3.25237 -2.49774 0.22
H 4.36006 2.07013 -3.88513 0.23
H 6.28448 -2.29957 -3.60620 0.24
O -4.40240 0.70647 0.39868 -0.96
S -3.17829 1.22604 -0.16244 2.29
O -2.64870 2.39767 0.49164 -0.96
N -2.04729 0.06046 -0.29377 -0.99
C -1.89171 -0.33515 -1.57994 0.64
O -1.16898 -1.27088 -1.92710 -0.65
C -2.63817 0.52235 -2.55225 -0.15
C -2.56875 0.47501 -3.93211 -0.16
C -3.26377 1.43534 -4.65653 -0.20
C -4.02136 2.40458 -4.00562 -0.20
C -4.09574 2.44420 -2.61739 -0.21
C -3.38346 1.49506 -1.91541 -0.22
H -1.97777 -0.29525 -4.41090 0.24
H -3.20973 1.43870 -5.73741 0.22
H -4.56031 3.14378 -4.58419 0.22
H -4.68609 3.19145 -2.10352 0.23
```

strongest force on any atom: 0.78 eV Å⁻¹
spin multiplicity: 1
gap between HOMO and LUMO: 6.9 eV

=====

In the order shown, the computed relative energy (zero: lowest compared OMol25 entry of this formula, charge and spin) values come out to 145.0, 14.1, 97.6, 71.4 kJ/mol.